Record 1
Formula: C44H26F5O8PS3
Source: the OMol25 dataset
Level of theory: ωB97M-V with the def2-TZVPD basis set

Its structure (SMILES) is O=S(=O)(P(S)S)C(F)(F)C(F)(F)F.O=C1c2ccccc2C(=O)c2ccccc21.O=C1c2ccccc2C(=O)c2ccccc21.O=C1c2ccccc2C(=O)c2ccccc21. The value obtained for the maximum force is 8.6 eV Å⁻¹. For the energy above the lowest of the compared OMol25 structures with the same formula, charge and spin, the calculation gives 2.407 eV. Its multiplicity is 1. The HOMO energy comes out at -9.4 eV. Its lowest unoccupied orbital energy is -1.417 eV.

Last column: Mulliken charge in e.
Positions of all 87 atoms, in Å:
O: -1.9725 0.5077 -0.3842  -0.671
S: -0.9725 1.5885 -0.7114  1.120
O: -0.9934 2.5561 0.4653  -0.668
P: -1.4751 2.7485 -2.4633  0.308
S: -3.4777 2.0978 -2.9493  -0.223
S: -1.7750 4.8200 -1.9091  -0.262
C: 0.7387 0.8548 -0.7276  0.446
F: 0.8330 0.0599 0.4413  -0.249
F: 1.7675 1.8129 -0.5981  -0.249
C: 1.0537 -0.1247 -1.9518  0.690
F: 0.3350 0.1471 -3.1096  -0.139
F: 0.9353 -1.4609 -1.5871  -0.226
F: 2.4246 0.0576 -2.2650  -0.267
H: -3.8650 1.1403 -2.0194  0.205
H: -0.5460 5.1906 -1.3702  0.188
O: 3.8257 3.4164 3.9433  -0.678
C: 4.1095 2.2887 4.3072  0.524
C: 4.3911 2.0070 5.7341  0.165
C: 4.3094 3.0388 6.6692  -0.527
C: 4.5333 2.7754 8.0151  -0.469
C: 4.8380 1.4819 8.4326  -0.464
C: 4.9373 0.4550 7.5017  -0.547
C: 4.7202 0.7163 6.1493  0.183
C: 4.8460 -0.3813 5.1629  0.670
O: 5.1864 -1.4958 5.5185  -0.671
C: 4.5450 -0.1043 3.7398  0.216
C: 4.6246 -1.1376 2.8060  -0.684
C: 4.3116 -0.8954 1.4739  -0.639
C: 3.9180 0.3781 1.0697  -0.504
C: 3.8515 1.4132 1.9948  -0.729
C: 4.1699 1.1760 3.3318  0.287
H: 4.0671 4.0469 6.3504  0.465
H: 4.4649 3.5782 8.7415  0.392
H: 5.0002 1.2749 9.4851  0.395
H: 5.1800 -0.5494 7.8318  0.460
H: 4.9258 -2.1324 3.1161  0.468
H: 4.3700 -1.7012 0.7497  0.436
H: 3.6651 0.5634 0.0324  0.665
H: 3.5471 2.4035 1.6728  0.517
O: 0.1300 0.5908 -10.7872  -0.672
C: -0.4346 0.3498 -9.7353  0.611
C: -1.7564 -0.3193 -9.7265  0.149
C: -2.3469 -0.6940 -10.9334  -0.553
C: -3.5679 -1.3573 -10.9324  -0.464
C: -4.2031 -1.6502 -9.7278  -0.475
C: -3.6262 -1.2631 -8.5243  -0.500
C: -2.4043 -0.5912 -8.5209  0.231
C: -1.8064 -0.1669 -7.2344  0.421
O: -2.3976 -0.3556 -6.1853  -0.683
C: -0.4763 0.4837 -7.2418  -0.118
C: 0.1137 0.8554 -6.0341  -0.264
C: 1.3758 1.4364 -6.0270  -0.384
C: 2.0535 1.6478 -7.2255  -0.641
C: 1.4624 1.2915 -8.4323  -0.649
C: 0.1930 0.7131 -8.4438  0.306
H: -1.8542 -0.4734 -11.8741  0.463
H: -4.0236 -1.6520 -11.8718  0.394
H: -5.1502 -2.1792 -9.7277  0.396
H: -4.1278 -1.4892 -7.5894  0.467
H: -0.4067 0.6892 -5.0990  0.694
H: 1.8347 1.7213 -5.0858  0.441
H: 3.0429 2.0928 -7.2185  0.397
H: 1.9941 1.4617 -9.3624  0.470
O: -3.4987 -2.6038 2.0828  -0.684
C: -3.2818 -2.2873 3.2395  0.494
C: -2.7923 -0.9290 3.5698  0.222
C: -2.5986 0.0009 2.5472  -0.767
C: -2.1770 1.2910 2.8507  -0.191
C: -1.9499 1.6545 4.1772  -0.773
C: -2.1250 0.7255 5.1963  -0.558
C: -2.5406 -0.5702 4.8947  0.219
C: -2.7070 -1.5572 5.9854  0.662
O: -2.4353 -1.2603 7.1362  -0.681
C: -3.2156 -2.9092 5.6578  0.119
C: -3.4111 -3.8374 6.6807  -0.553
C: -3.9192 -5.0971 6.3878  -0.449
C: -4.2343 -5.4345 5.0736  -0.476
C: -4.0273 -4.5169 4.0501  -0.491
C: -3.5121 -3.2531 4.3391  0.174
H: -2.7797 -0.2773 1.5176  0.660
H: -2.0281 2.0239 2.0548  0.498
H: -1.6332 2.6644 4.4161  0.431
H: -1.9411 1.0144 6.2257  0.477
H: -3.1720 -3.5783 7.7065  0.459
H: -4.0743 -5.8162 7.1852  0.392
H: -4.6399 -6.4149 4.8471  0.393
H: -4.2717 -4.7870 3.0283  0.456

Cartesian forces (eV/Å) of the 6 atoms listed first:
O 2.90 1.33 -2.29
S -4.69 0.64 7.19
O 1.60 -1.56 -3.69
P 0.31 0.63 -1.95
S 0.28 -0.31 0.58
S 0.25 -0.46 0.85


Record 2
Formula: C44H28BrCl4N4O4S3Tl
Source: the OMol25 dataset
Level of theory: ωB97M-V with the def2-TZVPD basis set

The value obtained for the maximum force is 0.2 eV Å⁻¹. For the energy above the lowest of the compared OMol25 structures with the same formula, charge and spin, the calculation gives 0.708 eV. Its multiplicity is 1. The HOMO energy comes out at -6.9 eV. Its lowest unoccupied orbital energy is -2.161 eV.

Last column: Mulliken charge in e.
Positions of all 89 atoms, in Å:
Tl: 0.5939 0.8674 -0.8353  1.035
Br: 2.1187 -6.4137 0.9259  -0.243
C: 2.0894 -4.7058 0.0943  -0.414
C: 3.2890 -4.0067 -0.0951  -0.537
C: 3.2774 -2.7785 -0.6986  -0.658
C: 2.0729 -2.1451 -1.1377  -0.281
O: 2.1007 -0.9866 -1.6731  -0.402
C: 0.8702 -2.8993 -0.9540  0.578
C: -0.4120 -2.4712 -1.4498  -0.595
N: -0.7114 -1.3217 -1.9384  1.493
C: -1.9450 -1.1803 -2.5782  -0.729
C: -2.4498 -2.1342 -3.4326  -0.116
C: -3.6808 -1.9499 -4.0982  -1.004
C: -4.4078 -0.8118 -3.9148  -0.764
C: -3.9173 0.2032 -3.0573  1.075
C: -4.6260 1.4021 -2.8159  -0.776
C: -4.0977 2.3419 -1.9822  -0.971
C: -2.8444 2.0841 -1.3874  -0.618
N: -2.1668 0.9844 -1.5760  0.438
C: -2.6800 0.0354 -2.3987  -0.366
C: 0.9116 -4.1658 -0.3410  -0.791
H: 4.2222 -4.4465 0.2339  0.446
H: 4.2049 -2.2409 -0.8623  0.570
H: -1.1921 -3.2461 -1.4036  0.319
H: -1.8695 -3.0285 -3.6235  0.660
H: -4.0401 -2.7250 -4.7635  0.434
H: -5.3573 -0.6657 -4.4148  0.411
H: -5.5851 1.5537 -3.2971  0.445
H: -4.6132 3.2696 -1.7742  0.430
H: -2.3922 2.8234 -0.7318  0.474
H: -0.0133 -4.7179 -0.2189  0.518
Cl: 8.7198 0.7695 -0.5771  -0.159
C: 7.0608 0.6432 -0.1877  0.449
C: 6.6918 -0.1843 0.9878  0.568
Cl: 7.9562 -0.9222 1.8702  -0.170
C: 5.4128 -0.3673 1.3527  0.352
Cl: 4.9394 -1.3334 2.6733  -0.121
C: 4.3167 0.2726 0.5903  -0.167
O: 3.1600 0.0946 0.8380  -0.308
C: 4.7038 1.1881 -0.5901  0.211
O: 3.8484 1.7872 -1.1796  -0.472
C: 6.1401 1.2773 -0.9325  0.008
Cl: 6.5324 2.2340 -2.2911  -0.154
S: 4.1665 2.4479 4.0036  0.059
C: 5.0335 3.0393 5.3527  -0.545
C: 4.2201 3.2290 6.4262  -0.518
C: 2.8694 2.8863 6.1512  -0.577
C: 2.6785 2.4420 4.8744  0.195
C: 1.4314 2.0078 4.2354  0.606
C: 1.4550 1.0189 3.2298  -0.926
N: 0.3984 0.5888 2.5902  -0.260
C: -0.8015 1.0958 2.9263  -0.298
C: -0.9492 2.0877 3.9108  1.361
C: -2.2507 2.6240 4.1979  -1.002
C: -3.3390 2.1890 3.5321  -1.132
C: -3.2292 1.1665 2.5288  1.461
C: -4.3452 0.6904 1.8233  -1.113
C: -4.1927 -0.3046 0.8863  0.516
C: -2.8872 -0.8111 0.6986  -0.983
N: -1.8259 -0.3783 1.3263  -0.211
C: -1.9771 0.6061 2.2325  -0.453
C: -5.2981 -0.8184 0.0705  0.736
C: -5.3495 -1.9800 -0.6478  -0.462
C: -6.5690 -2.1440 -1.3552  -0.632
C: -7.4243 -1.1039 -1.1655  -0.460
S: -6.7543 0.0811 -0.1309  -0.139
C: 0.2076 2.5446 4.5614  -1.075
H: 6.0946 3.2143 5.2836  0.416
H: 4.5699 3.5916 7.3815  0.398
H: 2.0714 2.9411 6.8782  0.443
H: 2.3995 0.5671 2.9441  0.715
H: -2.3367 3.3911 4.9582  0.405
H: -4.3189 2.5995 3.7446  0.410
H: -5.3223 1.1121 2.0337  0.459
H: -2.7237 -1.5945 -0.0327  0.673
H: -4.5450 -2.7010 -0.6724  0.513
H: -6.7951 -2.9979 -1.9768  0.431
H: -8.4123 -0.9712 -1.5751  0.459
H: 0.1295 3.3340 5.3004  0.484
C: 2.9067 0.9258 -4.0291  -0.315
S: 1.2163 1.0409 -4.6141  0.202
C: 0.9231 -0.7242 -4.7364  -0.292
O: 0.3893 1.5130 -3.4552  -0.470
H: 3.5186 0.5041 -4.8276  0.472
H: 2.9260 0.2923 -3.1407  -0.356
H: 3.2438 1.9340 -3.7962  0.322
H: 1.5559 -1.1361 -5.5230  0.507
H: -0.1272 -0.8542 -4.9945  0.196
H: 1.1375 -1.1700 -3.7639  -0.312

Cartesian forces (eV/Å) of the 6 atoms listed first:
Tl -0.08 0.02 0.02
Br 0.00 0.01 0.00
C 0.02 0.00 0.01
C -0.01 -0.01 0.00
C -0.01 0.02 -0.01
C 0.02 0.01 0.02


Record 3
Formula: C44H28Cl7KN4O2Te
Source: the OMol25 dataset
Level of theory: ωB97M-V with the def2-TZVPD basis set

The value obtained for the maximum force is 0.8 eV Å⁻¹. For the energy above the lowest of the compared OMol25 structures with the same formula, charge and spin, the calculation gives 0.000 eV. As for the charge: -2. Its multiplicity is 1. The HOMO energy comes out at -1.8 eV. Its lowest unoccupied orbital energy is 3.917 eV.

Last column: Mulliken charge in e.
Positions of all 87 atoms, in Å:
K: 1.1346 -0.4418 0.8402  1.127
C: 2.9646 -3.2841 -2.9470  -0.902
C: 2.5006 -2.2379 -2.1278  -0.502
N: 1.2970 -2.2062 -1.6110  0.659
C: 0.4385 -3.2247 -1.8569  0.291
C: 0.8182 -4.3338 -2.6561  1.129
C: 2.1199 -4.3262 -3.2028  -0.758
C: -0.0827 -5.4046 -2.8861  -1.064
C: -1.3134 -5.3566 -2.2859  -0.908
C: -1.7222 -4.2658 -1.5067  -1.156
C: -0.9049 -3.1453 -1.2840  0.341
N: -1.2011 -2.0533 -0.5598  0.352
C: -2.4585 -1.7147 -0.2220  -0.251
C: -3.6373 -1.9848 -0.9379  -0.461
C: -4.8989 -1.5475 -0.5104  -1.116
C: -5.0735 -0.8447 0.6531  -1.183
C: -3.9260 -0.5080 1.4128  1.748
C: -4.0065 0.2288 2.6161  -0.873
C: -2.8686 0.5703 3.2910  -0.877
C: -1.6264 0.1986 2.7379  -0.183
N: -1.5208 -0.4846 1.6239  0.215
C: -2.6331 -0.8901 0.9712  -0.262
H: 3.9684 -3.2474 -3.3513  0.473
H: 3.1442 -1.3933 -1.9027  0.280
H: 2.4285 -5.1603 -3.8254  0.341
H: 0.2252 -6.2441 -3.4988  0.331
H: -2.0047 -6.1848 -2.4120  0.360
H: -2.7006 -4.3040 -1.0486  0.615
H: -3.5774 -2.5502 -1.8582  0.633
H: -5.7611 -1.7901 -1.1240  0.358
H: -6.0541 -0.5345 0.9947  0.340
H: -4.9844 0.5281 2.9796  0.359
H: -2.9009 1.1366 4.2131  0.436
H: -0.6928 0.5207 3.1923  0.265
Cl: 4.1145 -0.9516 0.8876  -0.178
C: 4.5563 0.2488 -0.3390  1.262
C: 3.5522 1.0296 -0.8725  -1.213
C: 3.9756 1.9339 -1.8151  0.666
Cl: 2.7549 3.0044 -2.5528  -0.223
C: 5.2949 2.0808 -2.2437  -0.581
Cl: 5.7587 3.2443 -3.4491  -0.231
C: 6.2666 1.2559 -1.6789  0.624
Cl: 7.9218 1.3856 -2.1825  -0.245
C: 5.8979 0.3246 -0.7083  -0.501
Cl: 7.1110 -0.7024 -0.0076  -0.223
Cl: 2.4752 -0.0257 8.7210  -0.299
C: 2.2570 0.1894 6.9898  0.162
C: 2.4228 1.4667 6.4263  -0.426
C: 2.2454 1.6572 5.0863  -0.676
C: 1.8735 0.5899 4.1828  -0.344
O: 1.6594 0.8121 2.9697  -0.497
C: 1.7524 -0.7139 4.8048  1.258
C: 1.4641 -1.9265 4.0632  -0.402
O: 1.3530 -2.0748 2.8617  -0.529
C: 1.9334 -0.8698 6.1898  -0.775
H: 2.6946 2.2966 7.0684  0.373
H: 2.3726 2.6389 4.6456  0.392
H: 1.3527 -2.8173 4.7231  0.128
H: 1.8200 -1.8595 6.6206  0.313
Cl: 2.6427 -1.0882 -5.4545  -0.241
C: 1.0687 -1.0370 -4.7150  0.373
C: 0.1448 -2.0338 -4.9677  -0.413
C: -1.0868 -1.9449 -4.3418  -0.592
C: -1.3254 -0.8783 -3.4873  -0.527
N: -0.4250 0.0691 -3.2417  -0.156
C: 0.7541 -0.0015 -3.8476  -0.391
H: 0.3962 -2.8642 -5.6141  0.417
H: -1.8317 -2.7197 -4.4699  0.396
H: -2.2588 -0.8066 -2.9399  0.745
H: 1.4843 0.7670 -3.6085  0.281
C: -2.4474 2.4184 -0.1319  -0.476
Te: -0.4513 2.2932 -0.9148  0.211
C: -0.2096 4.0034 0.3643  -1.396
C: -1.5567 4.6795 0.3635  0.627
C: -1.7231 6.0384 0.5964  -0.693
C: -2.9886 6.6153 0.5667  -0.494
C: -4.0990 5.8269 0.3087  -0.547
C: -3.9413 4.4644 0.0801  -0.721
C: -2.6798 3.8840 0.1010  0.623
H: -2.4600 1.8822 0.8149  -0.233
H: -3.1764 1.9575 -0.7950  0.683
H: 0.5884 4.6446 -0.0027  0.542
H: 0.0580 3.6469 1.3605  0.391
H: -0.8512 6.6537 0.7878  0.413
H: -3.1029 7.6792 0.7377  0.368
H: -5.0871 6.2708 0.2757  0.369
H: -4.8055 3.8429 -0.1262  0.445

Cartesian forces (eV/Å) of the 6 atoms listed first:
K -0.25 -0.11 -0.73
C -0.02 -0.11 0.05
C -0.01 -0.06 0.02
N 0.02 -0.01 0.09
C 0.07 -0.09 -0.01
C -0.03 0.01 0.07


Record 4
Formula: C44H31ClF3KN6O4S2
Source: the OMol25 dataset
Level of theory: ωB97M-V with the def2-TZVPD basis set

The value obtained for the maximum force is 0.5 eV Å⁻¹. For the energy above the lowest of the compared OMol25 structures with the same formula, charge and spin, the calculation gives 0.622 eV. As for the charge: -2. Its multiplicity is 1. The HOMO energy comes out at -2.4 eV. Its lowest unoccupied orbital energy is 3.898 eV.

Last column: Mulliken charge in e.
Positions of all 92 atoms, in Å:
K: -0.0551 0.4410 0.1450  1.222
C: -0.3372 -0.1031 4.7719  -0.985
C: 0.5001 -0.9867 5.4321  -0.634
C: 1.2145 -1.9171 4.6857  -0.814
C: 1.0429 -1.9456 3.3073  0.255
N: 0.1795 -1.1550 2.6751  0.843
C: -0.4456 -0.2362 3.3943  -0.225
C: 1.8553 -2.8202 2.4186  0.399
C: 3.2109 -3.0223 2.6526  -0.852
C: 3.9220 -3.8130 1.7674  -0.765
C: 3.2717 -4.3641 0.6781  -0.297
C: 1.9160 -4.1037 0.5225  0.187
N: 1.2211 -3.3600 1.3783  0.170
C: 1.1387 -4.5642 -0.6687  0.167
C: 1.2728 -3.8638 -1.8619  -0.383
C: 0.4733 -4.2366 -2.9332  -0.137
C: -0.4162 -5.2863 -2.7670  -0.641
C: -0.4598 -5.9259 -1.5363  -0.251
N: 0.2959 -5.5862 -0.4946  -0.604
H: -0.8894 0.6695 5.2872  0.520
H: 0.6144 -0.9492 6.5092  0.398
H: 1.9030 -2.6104 5.1540  0.549
H: -1.0857 0.4518 2.8493  0.396
H: 3.6896 -2.5388 3.4943  0.441
H: 4.9836 -3.9748 1.9084  0.383
H: 3.8028 -4.9423 -0.0660  0.458
H: 1.9592 -3.0276 -1.9712  0.120
H: 0.5564 -3.6825 -3.8586  0.540
H: -1.0738 -5.6070 -3.5648  0.374
H: -1.1444 -6.7536 -1.3775  0.415
Cl: 4.1365 7.0271 2.7275  -0.309
C: 3.3858 5.6369 1.9491  0.142
C: 2.9644 5.7410 0.6102  -0.429
C: 2.3702 4.6820 -0.0098  -0.466
C: 2.1232 3.4215 0.6615  -0.407
O: 1.5319 2.4818 0.0933  -0.708
C: 2.6309 3.3451 2.0166  1.263
C: 2.6105 2.1275 2.7959  -0.667
O: 2.2464 1.0105 2.4748  -0.401
C: 3.2289 4.4609 2.6250  -0.700
H: 3.1215 6.6726 0.0783  0.381
H: 2.0449 4.7507 -1.0401  0.487
H: 3.0190 2.2764 3.8266  0.112
H: 3.5799 4.3731 3.6486  0.292
F: 2.3518 -1.1414 -6.3235  -0.260
C: 1.5869 -0.0919 -5.9490  0.297
F: 2.4078 0.9382 -5.6880  -0.219
F: 0.9195 0.2704 -7.0865  -0.353
C: 0.6202 -0.3999 -4.8435  -0.238
C: -0.7248 -0.4245 -5.1424  -0.116
C: -1.6508 -0.7150 -4.1484  -1.156
C: -1.1625 -0.9019 -2.8666  0.120
N: 0.1280 -0.8766 -2.5478  0.289
C: 1.0683 -0.7055 -3.5153  0.434
S: 2.7102 -0.9153 -3.1092  -0.572
H: -1.0547 -0.2216 -6.1528  0.434
H: -2.7126 -0.7540 -4.3495  0.405
H: -1.8398 -1.0774 -2.0331  0.121
C: 0.4737 4.6487 -3.9421  -1.652
C: -0.4117 4.1674 -2.8237  0.750
C: -0.9654 2.8950 -2.8663  -0.354
C: -1.7525 2.4252 -1.8264  -0.532
C: -1.9901 3.2265 -0.7190  0.047
C: -1.4502 4.5053 -0.6672  -0.808
C: -0.6714 4.9654 -1.7169  -0.593
S: -2.9813 2.6939 0.6622  1.167
O: -2.3307 3.2288 1.8494  -0.680
O: -4.3352 3.1839 0.4529  -0.794
N: -2.8364 1.1233 0.5179  0.066
C: -3.3676 0.3079 1.4774  -0.206
C: -4.1914 0.7024 2.5305  -0.598
C: -4.6212 -0.2072 3.5081  -0.890
C: -4.2661 -1.5291 3.4775  -0.965
C: -3.4496 -1.9872 2.4188  1.500
C: -3.0166 -3.3326 2.3247  -1.215
C: -2.2177 -3.7272 1.2975  -0.612
C: -1.8480 -2.7618 0.3367  0.434
N: -2.2210 -1.5102 0.3861  0.182
C: -3.0150 -1.0956 1.4110  0.118
H: 1.1668 3.8642 -4.2489  0.320
H: 1.0560 5.5184 -3.6346  0.346
H: -0.1154 4.9319 -4.8184  0.436
H: -0.7467 2.2368 -3.7008  0.465
H: -2.1493 1.4198 -1.8572  0.671
H: -1.6035 5.1069 0.2188  0.384
H: -0.2229 5.9510 -1.6558  0.266
H: -4.4881 1.7382 2.6080  0.444
H: -5.2485 0.1612 4.3132  0.357
H: -4.5872 -2.2259 4.2433  0.346
H: -3.3210 -4.0318 3.0976  0.313
H: -1.8269 -4.7316 1.2101  0.426
H: -1.2060 -3.0386 -0.4977  -0.168

Cartesian forces (eV/Å) of the 6 atoms listed first:
K 0.39 -0.08 -0.07
C 0.24 -0.26 0.00
C 0.03 -0.04 -0.07
C 0.05 0.05 0.01
C -0.03 0.03 -0.14
N 0.13 0.31 0.08